DFT (the ωB97M-V functional and the def2-TZVPD basis) results for a cluster of 11 separate species, C65H137F6N5O21S4 in total in a non-equilibrium geometry.

Geometry as ORCA input:
```
! RIJCOSX wB97M-V def2-TZVPD def2/J DEFGRID3
* xyz 0 1
O -19.750 4.828 14.560
S -20.960 4.213 15.046
O -20.822 2.955 15.812
O -21.689 5.192 16.038
C -21.090 5.403 17.372
C -21.654 6.745 17.891
C -22.256 4.194 13.878
H -20.023 5.396 17.148
H -21.415 4.529 18.035
H -21.412 7.448 17.162
H -21.109 7.037 18.827
H -22.715 6.858 18.083
H -22.519 5.137 13.337
H -23.190 3.830 14.340
H -21.744 3.536 13.209
O -20.392 0.903 17.793
S -19.367 1.705 18.381
O -19.802 2.931 19.036
O -18.420 0.932 19.334
C -18.871 0.405 20.586
C -19.372 -0.982 20.542
C -18.203 2.082 17.084
H -19.562 1.115 21.079
H -17.936 0.476 21.118
H -18.613 -1.618 20.130
H -20.219 -1.158 19.827
H -19.662 -1.348 21.529
H -17.684 1.219 16.794
H -17.555 2.803 17.573
H -18.787 2.602 16.349
O -24.463 1.705 22.837
S -23.214 1.474 22.190
O -22.175 0.652 22.737
O -23.774 0.950 20.769
C -22.834 0.409 19.867
C -23.261 -0.932 19.306
C -22.428 2.968 21.747
H -21.970 0.177 20.432
H -22.683 1.158 19.066
H -22.403 -1.217 18.598
H -24.144 -0.852 18.746
H -23.386 -1.674 20.100
H -22.980 3.492 20.934
H -21.337 2.831 21.424
H -22.497 3.639 22.591
O -22.721 1.511 12.581
S -22.071 0.177 12.663
O -22.729 -1.002 12.152
O -20.747 0.380 11.831
C -20.298 -0.769 10.984
C -19.296 -0.080 10.080
C -21.369 -0.057 14.333
H -21.195 -1.154 10.619
H -19.886 -1.488 11.705
H -18.610 0.494 10.663
H -19.931 0.494 9.364
H -18.726 -0.884 9.570
H -20.537 -0.681 14.279
H -22.171 -0.566 14.838
H -21.007 0.911 14.674
C -24.264 1.535 15.638
C -24.036 2.552 16.742
O -25.101 2.085 17.696
C -25.324 2.869 18.705
O -24.671 3.841 18.898
C -26.619 2.531 19.413
F -26.710 1.216 19.676
F -26.755 3.261 20.500
F -27.668 2.784 18.597
H -25.362 1.553 15.418
H -23.998 0.546 15.925
H -23.891 1.910 14.693
H -24.300 3.580 16.470
H -23.053 2.626 17.201
C -27.327 -1.095 22.213
C -28.405 -0.147 22.601
O -28.261 -0.026 24.004
C -29.204 -0.633 24.638
O -30.207 -1.071 24.207
C -28.775 -0.713 26.130
F -29.640 -1.379 26.902
F -27.579 -1.261 26.329
F -28.620 0.501 26.604
H -27.276 -1.340 21.154
H -27.478 -2.092 22.631
H -26.398 -0.665 22.567
H -29.376 -0.551 22.372
H -28.257 0.836 22.157
C -32.196 3.500 20.066
C -32.205 2.097 20.619
C -32.478 2.001 22.104
C -32.828 0.571 22.684
C -34.074 0.141 21.940
C -33.911 0.072 20.383
N -33.433 1.412 19.921
O -33.140 1.442 18.492
C -33.135 -1.205 20.024
C -35.317 -0.036 19.825
C -30.871 1.405 20.388
H -33.187 3.875 20.339
H -32.160 3.607 19.033
H -31.469 4.153 20.493
H -31.677 2.384 22.747
H -33.323 2.643 22.386
H -33.039 0.659 23.714
H -32.082 -0.209 22.614
H -34.879 0.812 22.150
H -34.357 -0.902 22.208
H -33.753 -2.081 20.363
H -32.703 -1.174 19.029
H -32.239 -1.283 20.639
H -35.841 -0.829 20.311
H -35.902 0.844 20.124
H -35.268 -0.213 18.761
H -30.611 1.219 19.286
H -30.782 0.432 21.003
H -30.026 2.058 20.666
H -32.379 0.908 18.233
C -30.367 7.193 18.531
C -29.910 7.367 17.057
C -29.565 8.843 16.745
C -28.164 9.282 17.075
C -27.162 8.272 16.523
C -27.412 6.792 17.041
N -28.797 6.495 16.772
O -29.003 5.100 17.259
C -26.477 5.943 16.143
C -26.950 6.668 18.542
C -30.968 6.960 16.014
H -30.374 6.197 18.807
H -31.366 7.648 18.686
H -29.603 7.742 19.117
H -29.870 9.040 15.691
H -30.301 9.453 17.252
H -28.133 9.402 18.162
H -27.966 10.271 16.607
H -26.173 8.623 16.723
H -27.301 8.101 15.432
H -26.475 4.908 16.491
H -26.764 5.955 15.140
H -25.469 6.355 16.182
H -27.529 5.887 19.057
H -25.888 6.585 18.519
H -27.168 7.603 19.007
H -31.181 5.908 16.193
H -30.403 7.197 15.120
H -31.887 7.553 16.155
H -29.276 4.679 16.406
C -30.744 -0.404 12.011
C -29.715 0.119 13.094
C -29.784 1.679 13.280
C -29.195 2.118 14.580
C -29.822 1.341 15.735
C -29.678 -0.218 15.590
N -30.230 -0.553 14.299
O -30.045 -1.999 14.199
C -28.252 -0.652 15.886
C -30.677 -0.684 16.675
C -28.364 -0.238 12.614
H -30.432 -1.410 11.749
H -30.913 0.217 11.172
H -31.748 -0.567 12.433
H -29.324 2.125 12.371
H -30.832 1.972 13.263
H -29.434 3.240 14.579
H -28.127 1.995 14.506
H -30.871 1.597 15.735
H -29.399 1.714 16.635
H -27.997 -0.495 16.937
H -28.066 -1.720 15.665
H -27.613 0.013 15.304
H -30.262 -0.551 17.644
H -31.577 -0.101 16.667
H -30.980 -1.772 16.638
H -28.082 0.270 11.717
H -28.072 -1.276 12.582
H -27.621 0.219 13.357
H -31.006 -2.169 14.048
C -25.251 6.339 21.720
C -26.329 6.464 22.902
C -27.498 7.291 22.401
C -28.681 7.181 23.346
C -29.102 5.686 23.392
C -27.978 4.770 23.877
N -26.800 5.066 23.011
O -25.667 4.280 23.348
C -27.649 4.855 25.397
C -28.491 3.332 23.630
C -25.668 6.975 24.228
H -24.416 5.806 22.186
H -25.016 7.362 21.354
H -25.676 5.719 20.942
H -27.049 8.272 22.216
H -27.850 6.870 21.476
H -29.536 7.856 23.068
H -28.359 7.437 24.369
H -29.413 5.404 22.364
H -30.026 5.459 23.967
H -26.771 4.288 25.669
H -27.475 5.865 25.705
H -28.464 4.424 25.977
H -27.595 2.693 23.620
H -29.199 2.982 24.325
H -29.047 3.248 22.672
H -24.886 7.693 23.922
H -25.133 6.180 24.802
H -26.483 7.508 24.824
H -25.657 3.452 22.832
C -26.821 2.324 10.198
C -25.511 2.694 9.499
C -25.793 3.085 8.056
C -26.308 4.456 7.891
C -25.398 5.438 8.594
C -25.189 5.153 10.070
N -24.701 3.768 10.160
O -24.585 3.534 11.575
C -24.030 6.082 10.549
C -26.387 5.457 11.016
C -24.554 1.472 9.473
H -26.668 2.465 11.262
H -27.187 1.336 10.036
H -27.607 3.067 9.979
H -24.813 3.053 7.542
H -26.483 2.343 7.719
H -27.279 4.528 8.333
H -26.410 4.765 6.862
H -25.750 6.453 8.609
H -24.391 5.285 8.095
H -23.918 6.094 11.651
H -23.059 5.907 10.050
H -24.288 7.118 10.265
H -27.369 4.998 10.927
H -26.016 5.187 11.991
H -26.540 6.533 11.086
H -24.881 0.769 8.705
H -24.624 0.878 10.369
H -23.570 1.785 9.144
H -23.760 3.094 11.707
*
```

Calculated values
SMILES string ... CC1(C)CCCC(C)(C)N1O.CC1(C)CCCC(C)(C)N1O.CC1(C)CCCC(C)(C)N1O.CC1(C)CCCC(C)(C)N1O.CC1(C)CCCC(C)(C)N1O.CCOC(=O)C(F)(F)F.CCOC(=O)C(F)(F)F.CCOS(C)(=O)=O.CCOS(C)(=O)=O.CCOS(C)(=O)=O.CCOS(C)(=O)=O
Electronic energy ... -179710.8185 eV
Highest occupied orbital energy ... -7.95 eV
HOMO-LUMO gap ... 7.992 eV